H20KrO10 as an isolated structure, computed with the ωB97M-V functional and the def2-TZVPD basis.

**Gap between HOMO and LUMO**: 0.376 Ha
**Calculated total energy**: -95729.4240 eV
**HOMO energy**: -10.6 eV
**Spin multiplicity**: 1
**Energy above the lowest of the compared OMol25 structures with the same formula, charge and spin**: 22.31 kcal/mol
**LUMO level**: -0.3759 eV

Positions of all 31 atoms, in Å:
Kr -16.5829 11.1984 8.7187
O -14.1294 8.0875 10.3755
H -13.8474 8.5367 9.5787
H -13.3189 7.9210 10.8567
O -13.4880 13.3459 9.5424
H -14.1865 13.4375 8.8943
H -13.9465 13.2237 10.3737
O -19.4471 12.9177 11.3290
H -19.2155 13.4575 10.5732
H -19.1656 12.0350 11.0887
O -19.6167 9.9918 7.2706
H -20.3586 9.6743 6.7557
H -19.8337 9.7584 8.1732
O -18.0435 10.4862 4.9983
H -18.5438 10.3370 5.8005
H -17.6652 9.6322 4.7890
O -13.5486 8.8014 7.6546
H -13.3450 9.7365 7.6360
H -13.9984 8.6371 6.8258
O -16.5593 13.0810 4.8954
H -16.5636 12.2169 5.3072
H -17.2496 13.0351 4.2339
O -15.4166 14.2673 7.6623
H -15.0986 14.1447 6.7679
H -16.1756 14.8433 7.5704
O -20.9798 12.4539 7.9621
H -20.4107 11.6869 7.8984
H -21.6904 12.1779 8.5410
O -14.8641 11.4635 12.0455
H -15.7699 11.1626 12.1188
H -14.4515 10.8394 11.4485



C7H15Cl10IOSi as an isolated structure in a non-equilibrium geometry, computed with the ωB97M-V functional and the def2-TZVPD basis.

**Gap between HOMO and LUMO**: 0.325 Ha
**Calculated total energy**: -150747.8397 eV
**HOMO energy**: -8.7 eV
**Spin multiplicity**: 1
**LUMO level**: 0.1056 eV

Positions of all 35 atoms, in Å:
O 1.2803 -2.0521 2.4872
C 1.4585 -1.5751 1.2526
I 2.9335 -0.0894 0.6145
C 0.4234 -2.1385 0.0663
Si -1.2605 -1.1983 0.4005
H 0.3337 -3.3008 0.1707
H 0.7823 -1.8594 -1.0121
H -1.0886 -0.1886 1.4622
H -1.5746 -0.4789 -0.8259
H -2.2268 -2.2219 0.7738
C 1.0093 1.7016 -2.2547
Cl 0.5185 1.3244 -3.9106
Cl -0.3325 1.4752 -1.1264
H 1.8308 1.0406 -1.9679
H 1.3400 2.7421 -2.2100
C -2.6626 1.5145 3.2332
Cl -2.5413 0.6285 1.7082
Cl -3.6483 2.9700 3.0464
H -3.1219 0.8678 3.9848
H -1.6599 1.8031 3.5577
C 0.5814 -2.8325 -4.2890
Cl 1.9377 -1.6993 -4.2507
Cl 0.1717 -3.3893 -2.6621
H -0.2877 -2.3326 -4.7234
H 0.8556 -3.6948 -4.9017
C -3.9311 2.2249 6.7737
Cl -2.1848 2.3755 6.5435
Cl -4.5621 0.8003 5.9388
H -4.1426 2.1341 7.8419
H -4.4206 3.1168 6.3751
C 4.9251 0.3855 -4.5083
Cl 4.7431 0.1153 -2.7707
Cl 3.9328 1.7454 -5.0478
H 5.9737 0.6014 -4.7268
H 4.6146 -0.5155 -5.0428



A 2-piece molecular cluster, C8H13NO overall in a non-equilibrium geometry, computed with the ωB97M-V functional and the def2-TZVPD basis.

**Gap between HOMO and LUMO (spin up / spin down)**: 0.187 / 0.268 Ha
**Calculated total energy**: -12035.9118 eV
**HOMO energy (spin up / spin down)**: -4.3 / -9.9 eV
**Spin multiplicity**: 3
**Energy above the lowest of the compared OMol25 structures with the same formula, charge and spin**: 81.35 kcal/mol
**LUMO level (spin up / spin down)**: 0.8328 / -2.5516 eV

Positions of all 23 atoms, in Å:
C 0.5296 1.0982 0.9492
C 1.4363 1.5842 2.0385
C -0.2462 0.5081 0.2372
C -0.9692 -0.9772 1.9666
C -0.2270 -0.1148 -2.1281
C -2.1614 1.1587 -1.1684
C 1.0808 -2.1162 1.2669
C -1.1304 0.1160 -0.8093
N -0.0384 -1.7180 1.9815
O -1.9661 -0.4024 2.2245
H 1.2479 2.6946 2.2919
H 2.5476 1.2697 2.0175
H 0.3216 -0.9625 -1.8823
H 0.5210 0.7035 -2.2621
H -0.6587 -0.1735 -3.0691
H -2.7161 1.2324 -0.2496
H -1.6184 2.0324 -1.3821
H -2.6580 0.7587 -1.9732
H 1.6497 -2.8984 1.7600
H 0.8384 -2.6217 0.3606
H 1.6836 -1.2194 1.0041
H -1.6620 -0.8654 -0.6326
H 1.1508 0.9023 2.9058



A single C4H6N2O molecule, computed with the ωB97M-V functional and the def2-TZVPD basis.

**Gap between HOMO and LUMO**: 0.295 Ha
**Calculated total energy**: -9269.3290 eV
**HOMO energy**: -7.7 eV
**Spin multiplicity**: 1
**Energy above the lowest of the compared OMol25 structures with the same formula, charge and spin**: 96.23 kcal/mol
**LUMO level**: 0.3266 eV

Positions of all 13 atoms, in Å:
N -0.7420 0.8356 -1.6494
C -0.2094 0.1017 -0.5851
C -0.1547 0.3604 0.8761
O -0.1455 1.7057 1.2498
C 0.7494 -0.6542 1.5216
C 0.9499 -1.5201 0.4933
N 0.3864 -1.0441 -0.7509
H -0.2698 1.7412 -1.6968
H -1.7251 1.0143 -1.5516
H 0.3333 1.7100 2.0923
H -1.1230 -0.1339 1.1421
H 1.4754 -2.4701 0.4531
H 0.3921 -1.5210 -1.6475



A single C3H6O2S2 molecule in a non-equilibrium geometry, computed with the ωB97M-V functional and the def2-TZVPD basis.

**Gap between HOMO and LUMO**: 0.355 Ha
**Calculated total energy**: -28971.2022 eV
**HOMO energy**: -9.2 eV
**Spin multiplicity**: 1
**Energy above the lowest of the compared OMol25 structures with the same formula, charge and spin**: 71.28 kcal/mol
**LUMO level**: 0.4939 eV

Positions of all 13 atoms, in Å:
O -2.4108 0.1529 0.7862
C -1.2150 0.0782 0.9776
S -0.3293 -0.3736 2.4647
C 0.1254 0.5392 -0.1436
O -0.5715 0.7350 -1.3602
C 1.6130 -0.1189 -0.8314
S 1.4616 -1.8716 -1.1409
H -1.4034 -0.3847 3.2291
H 0.2208 1.5676 0.3830
H -1.4851 0.8826 -1.0239
H 1.4134 0.4412 -1.7252
H 2.4369 0.1505 -0.2043
H 0.1439 -1.7984 -1.4111



A 2-piece molecular cluster, C6H14O overall in a non-equilibrium geometry, computed with the ωB97M-V functional and the def2-TZVPD basis.

**Gap between HOMO and LUMO**: 0.342 Ha
**Calculated total energy**: -8493.8695 eV
**HOMO energy**: -8.7 eV
**Spin multiplicity**: 1
**Energy above the lowest of the compared OMol25 structures with the same formula, charge and spin**: 69.71 kcal/mol
**LUMO level**: 0.5552 eV

Positions of all 21 atoms, in Å:
C -0.2024 1.4577 -0.1802
C 0.3620 0.1065 -0.0899
C 1.5113 -0.1706 0.4832
C 2.5385 0.8047 0.8481
C 1.8747 -1.5790 0.7275
C 0.6868 -1.9220 1.7343
H -1.3262 1.4757 -0.6485
H 0.3105 2.1452 -0.8086
H -0.4094 1.9958 0.6822
H -0.4304 -0.6096 -0.2555
H 2.8209 1.6310 0.2027
H 2.4453 1.2822 1.8681
H 3.5822 0.3961 0.9742
H 1.7508 -2.1476 -0.3161
H 2.8025 -1.9009 1.1345
H 0.8611 -1.7727 2.8268
H -0.2427 -1.4569 1.5022
H 0.3377 -3.0451 1.7479
O -5.3930 1.0037 -3.1129
H -5.3046 0.3051 -2.3669
H -4.6789 1.4883 -2.7779



A single C8H14O2 molecule in a non-equilibrium geometry, computed with the ωB97M-V functional and the def2-TZVPD basis.

**Gap between HOMO and LUMO**: 0.380 Ha
**Calculated total energy**: -12616.9271 eV
**HOMO energy**: -9.7 eV
**Spin multiplicity**: 1
**Energy above the lowest of the compared OMol25 structures with the same formula, charge and spin**: 26.57 kcal/mol
**LUMO level**: 0.6685 eV

Positions of all 24 atoms, in Å:
C 1.6967 -1.5093 -1.6631
C 0.7573 -0.5730 -1.4699
C 0.5928 0.3777 -0.2214
C 1.7393 0.2090 0.7841
O 0.6752 1.7200 -0.6968
C -0.8274 0.1479 0.3909
C -0.9657 0.6361 1.8429
C -1.9314 0.8365 -0.4411
C -1.0659 -1.3655 0.3512
O -0.5622 -2.1605 1.1413
H 2.3656 -1.8352 -0.8717
H 1.7975 -2.0126 -2.6203
H 0.1103 -0.3339 -2.3127
H 2.7100 0.3639 0.2990
H 1.6816 0.9641 1.5763
H 1.7289 -0.7800 1.2518
H 0.9785 1.7244 -1.6196
H -1.9976 0.5195 2.1940
H -0.3398 0.0572 2.5301
H -0.6930 1.6928 1.9327
H -1.8682 1.9280 -0.3624
H -2.9259 0.5349 -0.0936
H -1.8783 0.5710 -1.5017
H -1.7784 -1.7130 -0.4197



A 2-piece molecular cluster, C5H14NOS overall in a non-equilibrium geometry, computed with the ωB97M-V functional and the def2-TZVPD basis.

**Gap between HOMO and LUMO**: 0.218 Ha
**Calculated total energy**: -19785.3868 eV
**Total charge**: -1
**HOMO energy**: -2.4 eV
**Spin multiplicity**: 1
**Energy above the lowest of the compared OMol25 structures with the same formula, charge and spin**: 20.01 kcal/mol
**LUMO level**: 3.4785 eV

Positions of all 22 atoms, in Å:
C -0.2194 -1.8815 -0.4730
N 0.2021 -0.6943 0.3034
C 0.0113 0.5814 -0.4316
C 1.0490 0.7526 -1.5453
S 0.7010 2.1054 -2.7108
C 0.0504 1.7608 0.5476
C 0.6761 -3.0712 -0.1838
H -1.2115 -2.1136 -0.1014
H -0.2756 -1.6420 -1.5319
H 1.1880 -0.7706 0.5250
H -0.9681 0.5268 -0.8983
H 2.0133 0.9586 -1.0409
H 1.1991 -0.1888 -2.0732
H 1.0480 2.1925 0.4625
H 0.0077 1.4077 1.5910
H -0.7313 2.5045 0.4164
H 0.1948 -3.8941 0.3590
H 1.0758 -3.5622 -1.0806
H 1.5420 -2.8161 0.4383
H -1.8861 2.9050 2.1042
H -3.1341 2.1246 2.5063
O -2.5325 2.8146 2.8169



A 2-piece molecular cluster, CH4S4 overall in a non-equilibrium geometry, computed with the ωB97M-V functional and the def2-TZVPD basis.

**Gap between HOMO and LUMO (spin up / spin down)**: 0.282 / 0.249 Ha
**Calculated total energy**: -44440.3369 eV
**HOMO energy (spin up / spin down)**: -8.1 / -7.8 eV
**Spin multiplicity**: 1
**Energy above the lowest of the compared OMol25 structures with the same formula, charge and spin**: 45.56 kcal/mol
**LUMO level (spin up / spin down)**: -0.4586 / -1.0280 eV

Positions of all 9 atoms, in Å:
C 1.1118 -0.5033 -0.2410
S -1.5838 -1.3556 -0.6923
S -0.6859 2.2244 0.7657
S -0.1142 -0.0400 -1.3183
S 0.9625 1.6522 1.7042
H 2.1797 -0.3859 -0.5851
H 0.7513 -1.2959 0.4549
H -1.1275 -1.9477 -1.7764
H -1.4939 1.6519 1.6883



A single C5H5NOS molecule in a non-equilibrium geometry, computed with the ωB97M-V functional and the def2-TZVPD basis.

**Gap between HOMO and LUMO**: 0.310 Ha
**Calculated total energy**: -19635.0966 eV
**HOMO energy**: -9.7 eV
**Spin multiplicity**: 1
**Energy above the lowest of the compared OMol25 structures with the same formula, charge and spin**: 89.83 kcal/mol
**LUMO level**: -1.2070 eV

Positions of all 13 atoms, in Å:
C -0.1655 -1.1348 0.8075
C -0.0585 0.2162 -0.1330
C -0.8852 -0.1201 -1.2298
N -1.8378 -0.7437 -1.7498
C 1.3341 0.1505 -0.8735
O 1.4824 -0.4105 -1.9731
C -0.3018 1.5672 0.5446
S 0.1417 2.1006 1.9718
H 0.5187 -1.2331 1.6788
H -1.3085 -1.0602 0.9884
H -0.0013 -2.1130 0.1419
H 2.0181 0.5169 -0.1902
H -0.9364 2.2640 0.0164



A single C18H16N4O2S molecule in a non-equilibrium geometry, computed with the ωB97M-V functional and the def2-TZVPD basis.

**Gap between HOMO and LUMO**: 0.298 Ha
**Calculated total energy**: -39815.9737 eV
**HOMO energy**: -8.6 eV
**Spin multiplicity**: 1
**Energy above the lowest of the compared OMol25 structures with the same formula, charge and spin**: 54.98 kcal/mol
**LUMO level**: -0.5306 eV

Positions of all 41 atoms, in Å:
C 3.1358 -0.0197 -2.3084
C 2.2664 -0.9148 -1.5090
C 0.9376 -1.2132 -1.5931
C 0.7296 -2.1008 -0.5061
N -0.4452 -2.6606 -0.0514
C -1.6730 -2.4192 -0.5997
O -1.8274 -1.9449 -1.6981
C -2.8347 -2.7684 0.3162
S -3.9267 -1.3002 0.3900
C -2.6617 -0.0709 0.4788
N -1.5894 -0.3747 1.1458
C -0.5141 0.4390 1.1165
C 0.6186 0.0850 1.8876
C 0.5772 -1.0865 2.8170
C 1.7527 0.8468 1.7510
C 1.7997 1.9511 0.8936
C 0.7001 2.3601 0.1803
C 0.7613 3.5644 -0.7083
C -0.4959 1.6099 0.3035
C -1.7013 1.9625 -0.3355
C -2.8084 1.1501 -0.2333
C -4.0272 1.4888 -0.8569
N -5.0125 1.7866 -1.3615
N 1.8499 -2.3085 0.1481
O 2.8073 -1.5744 -0.4717
H 3.3142 0.9062 -1.7623
H 2.6555 0.2139 -3.2534
H 4.0962 -0.4967 -2.4901
H 0.2107 -0.8746 -2.2977
H -0.3716 -3.0890 0.8601
H -3.4506 -3.5529 -0.1220
H -2.5211 -3.0409 1.3217
H 0.9669 -0.8028 3.7927
H -0.4444 -1.4372 2.9284
H 1.2011 -1.8903 2.4254
H 2.6357 0.5823 2.3142
H 2.7243 2.5047 0.8103
H 0.0686 4.3325 -0.3656
H 1.7637 3.9849 -0.7062
H 0.4978 3.3030 -1.7326
H -1.7660 2.8694 -0.9181



A 2-piece molecular cluster, C3H6ClNO overall in a non-equilibrium geometry, computed with the ωB97M-V functional and the def2-TZVPD basis.

**Gap between HOMO and LUMO (spin up / spin down)**: 0.308 / 0.271 Ha
**Calculated total energy**: -19263.6306 eV
**HOMO energy (spin up / spin down)**: -9.1 / -8.2 eV
**Spin multiplicity**: 1
**Energy above the lowest of the compared OMol25 structures with the same formula, charge and spin**: 118.43 kcal/mol
**LUMO level (spin up / spin down)**: -0.6822 / -0.8404 eV

Positions of all 12 atoms, in Å:
C -2.1859 -0.9083 -0.0529
C -1.3566 0.1428 -0.0623
C 0.0829 0.0505 0.1303
N 2.0827 1.2896 0.0756
O 0.7232 1.1015 -0.1004
Cl 4.8940 -0.2487 -0.0005
H -3.1725 -0.7523 -0.2995
H -1.7878 -1.9266 0.0502
H -1.8590 1.1670 -0.2073
H 0.5376 -0.9052 0.2302
H 2.0764 2.3470 -0.1460
H 3.8181 0.5711 -0.0266